1.
Density functional theory data (wB97M-V/def2-TZVPD) for C32H29N3O2P2Pd as an isolated structure.

CARTESIAN COORDINATES (ANGSTROEM)
Pd: -0.34140 -0.07087 0.59238
C: 1.93944 -3.48455 -1.04552
N: 1.17313 -2.33519 -0.53940
P: -0.45593 -2.35224 -0.14377
C: -1.33370 -3.23820 -1.42051
C: -1.91942 -4.48113 -1.16972
C: -2.55190 -5.15783 -2.20132
C: -2.60369 -4.60313 -3.47240
C: -2.01648 -3.36888 -3.72728
C: -1.38436 -2.68523 -2.70470
C: -0.70292 -3.12168 1.44756
C: -1.99885 -3.18482 1.98161
C: -2.19109 -3.68426 3.25522
C: -1.09776 -4.10688 4.00793
C: 0.18714 -4.02830 3.49057
C: 0.39254 -3.52676 2.21409
P: 1.79412 -0.82790 -0.07236
C: 3.03874 -1.01976 1.19941
C: 4.31096 -1.51360 0.89263
C: 5.23805 -1.69705 1.90383
C: 4.90866 -1.37628 3.21626
C: 3.65214 -0.87460 3.52499
C: 2.71576 -0.69963 2.51775
C: 2.56795 -0.09908 -1.50969
C: 2.11880 -0.44428 -2.78663
C: 2.61971 0.21318 -3.89680
C: 3.56277 1.22232 -3.73621
C: 4.01229 1.56832 -2.46935
C: 3.51797 0.91153 -1.35196
H: 1.40983 -3.94320 -1.88022
H: 2.09827 -4.22967 -0.26605
H: 2.90540 -3.13601 -1.40531
H: -1.86690 -4.92845 -0.18629
H: -2.99865 -6.12434 -2.01229
H: -3.09964 -5.13727 -4.27173
H: -2.05282 -2.94047 -4.71975
H: -0.92219 -1.72778 -2.90981
H: -2.85056 -2.85813 1.39494
H: -3.18961 -3.74830 3.66554
H: -1.25248 -4.49931 5.00404
H: 1.03083 -4.36161 4.07947
H: 1.39697 -3.46684 1.81268
H: 4.58387 -1.73639 -0.13176
H: 6.22140 -2.08118 1.66915
H: 5.64098 -1.51075 4.00105
H: 3.40638 -0.61628 4.54592
H: 1.73115 -0.31228 2.75878
H: 1.40090 -1.24561 -2.91209
H: 2.28344 -0.06366 -4.88742
H: 3.95770 1.73207 -4.60497
H: 4.75781 2.34289 -2.35057
H: 3.87703 1.17949 -0.36594
N: -3.59380 0.81606 -4.12160
C: -2.33719 1.24265 -4.43861
O: -1.88869 1.24995 -5.55966
C: -1.44766 1.63194 -3.28396
C: -0.49263 2.62106 -3.49254
C: 0.38877 2.93403 -2.47485
C: 0.33766 2.20046 -1.30374
N: -0.56007 1.22750 -1.11329
C: -1.45680 0.96728 -2.07320
H: -4.19738 0.66260 -4.91680
H: -4.05089 1.19077 -3.30687
H: -0.45781 3.12002 -4.45256
H: 1.12805 3.71374 -2.58877
H: 1.04068 2.37816 -0.49957
H: -2.16557 0.17532 -1.86888
O: -2.81314 0.91647 2.51257
C: -1.95462 0.57048 1.88650

Summary:
- Frontier orbital gap (spin up / spin down): 8.253 / 6.657 eV
- ⟨S²⟩: 2.01
- LUMO level (spin up / spin down): -5.38 / -8.14 eV
- Multiplicity: 3
- Energy relative to the best compared isomer or geometry (same formula, charge and spin): 0.00 kcal per mole
- Energy: -2361.6880 Ha
- Total charge: +2
- Largest force on an atom: 0.28 eV/A

Results of the Löwdin charge analysis, in e, for atoms 1 through 5: atom 1 (Pd): 0.558, atom 2 (C): -0.075, atom 3 (N): -0.480, atom 4 (P): 0.931, atom 5 (C): -0.345


2.
Density functional theory data (wB97M-V/def2-TZVPD) for C32H29N7PPdS as an isolated structure.

CARTESIAN COORDINATES (ANGSTROEM)
Pd: -0.38637 -0.49366 -2.76216
S: 4.32389 4.73723 -0.55121
N: 4.54115 3.14896 -0.70819
C: 3.45243 2.66926 -1.28390
C: 3.22043 1.27857 -1.61903
C: 4.15656 0.25964 -1.44479
C: 3.82108 -1.01931 -1.82854
C: 2.54998 -1.26476 -2.33561
N: 1.64205 -0.30950 -2.48178
C: 1.97523 0.95772 -2.15604
C: 0.97145 1.97364 -2.41548
N: -0.20367 1.54004 -2.91663
C: -1.14718 2.42733 -3.20200
C: -0.97367 3.79189 -3.00554
C: 0.21301 4.24750 -2.47489
C: 1.20955 3.32399 -2.16658
C: 2.47901 3.66459 -1.55920
N: 2.84876 4.87670 -1.18392
H: 5.12560 0.49227 -1.02391
H: 4.51989 -1.83767 -1.73341
H: 2.26014 -2.26536 -2.62474
H: -2.07449 2.04331 -3.60468
H: -1.77317 4.47081 -3.26390
H: 0.38500 5.29913 -2.28659
N: -2.44813 -0.60608 -2.95025
C: -2.92475 -1.96218 -2.55088
C: -1.87791 -2.97833 -2.94289
N: -0.60019 -2.48977 -2.38201
H: -2.76088 0.04804 -2.23446
H: -2.81067 -0.33908 -3.85945
H: -3.89515 -2.17923 -2.99527
H: -3.00026 -1.93463 -1.46491
H: -1.77841 -3.06319 -4.02607
H: -2.13233 -3.96090 -2.54005
H: 0.16142 -3.12693 -2.58209
H: -0.70698 -2.29426 -1.35346
N: -1.10310 -0.73833 -0.42376
P: -0.83002 -0.64099 1.08638
C: -0.01578 0.91877 1.64172
C: -0.16208 2.04287 0.83462
C: 0.42714 3.25113 1.18775
C: 1.18785 3.34141 2.34479
C: 1.34584 2.22341 3.15337
C: 0.74184 1.02371 2.80673
C: -2.26411 -0.78627 2.20130
C: -2.72511 0.26838 2.98290
C: -3.86992 0.12286 3.75773
C: -4.56032 -1.07897 3.76050
C: -4.10904 -2.13813 2.98147
C: -2.97144 -1.98842 2.20542
C: 0.32269 -1.90090 1.77438
C: 1.35769 -2.30472 0.93632
C: 2.30774 -3.22148 1.35865
C: 2.22726 -3.75723 2.63790
C: 1.19570 -3.36938 3.48092
C: 0.24961 -2.44633 3.05264
H: -0.76520 1.94683 -0.06371
H: 0.28351 4.13185 0.57347
H: 1.64816 4.28142 2.62188
H: 1.93514 2.28885 4.05896
H: 0.86989 0.16175 3.44965
H: -2.19220 1.21093 2.99206
H: -4.21833 0.95032 4.36229
H: -5.44741 -1.19390 4.36964
H: -4.64347 -3.07945 2.98278
H: -2.62279 -2.81736 1.59830
H: 1.39699 -1.87778 -0.05934
H: 3.11043 -3.52400 0.69596
H: 2.96211 -4.47672 2.97459
H: 1.12339 -3.78916 4.47596
H: -0.55508 -2.16076 3.72031

Summary:
- Frontier orbital gap: 5.774 eV
- LUMO level: -3.64 eV
- Multiplicity: 1
- Energy relative to the best compared isomer or geometry (same formula, charge and spin): 34.17 kcal per mole
- Energy: -2487.3728 Ha
- Total charge: +1
- Largest force on an atom: 0.26 eV/A

Results of the Löwdin charge analysis, in e, for atoms 1 through 5: atom 1 (Pd): 0.943, atom 2 (S): 1.061, atom 3 (N): -0.195, atom 4 (C): -0.295, atom 5 (C): -0.061


3.
Density functional theory data (wB97M-V/def2-TZVPD) for C32H30AuN2O3P as an isolated structure.

CARTESIAN COORDINATES (ANGSTROEM)
Au: -0.88284 0.07480 -0.42123
C: -4.34000 1.49215 2.29007
C: -3.19116 0.58831 1.89535
O: -3.11942 0.22570 0.71935
C: -2.26549 0.23392 2.95125
C: -1.08285 -0.46815 2.91810
C: -0.42415 -0.81111 4.22444
N: -0.44376 -0.81425 1.75829
N: 0.59685 -1.59959 1.96488
C: 1.40165 -1.77652 0.85789
O: 1.20067 -1.33447 -0.27489
C: 2.65184 -2.54780 1.14857
C: 2.84550 -3.21646 2.35327
C: 4.02526 -3.90918 2.58011
C: 5.01912 -3.92858 1.61180
C: 4.83142 -3.25776 0.41060
C: 3.64956 -2.57353 0.17798
H: -4.06920 2.52186 2.04412
H: -4.57473 1.45013 3.35158
H: -5.21523 1.22872 1.69954
H: -2.58697 0.53993 3.93880
H: -1.07659 -0.55689 5.05618
H: 0.51930 -0.27099 4.32375
H: -0.17280 -1.86853 4.26150
H: 2.06924 -3.18518 3.10413
H: 4.17042 -4.43276 3.51606
H: 5.94122 -4.46555 1.79392
H: 5.60547 -3.26992 -0.34521
H: 3.47817 -2.04641 -0.75056
C: -1.56649 6.23710 0.77978
C: -1.39360 5.14767 1.62291
C: -0.89002 3.95890 1.12449
C: -0.52412 3.84360 -0.21790
C: -0.73105 4.93082 -1.06125
C: -1.24495 6.12028 -0.56203
P: 0.10225 2.23427 -0.80736
C: 0.59136 2.52574 -2.53153
C: -0.02266 1.79818 -3.54260
C: 0.32173 2.01526 -4.87146
C: 1.27941 2.96048 -5.19628
C: 1.89514 3.70072 -4.19096
C: 1.54782 3.48654 -2.86958
C: 1.70020 1.93990 0.05784
C: 2.89840 1.73790 -0.61795
C: 4.04015 1.34376 0.06557
C: 4.00379 1.14399 1.43599
C: 2.80968 1.32990 2.11865
C: 1.66895 1.71044 1.43427
H: -1.96249 7.16650 1.16633
H: -1.66262 5.21618 2.66856
H: -0.79794 3.10987 1.79020
H: -0.50381 4.85927 -2.11509
H: -1.39634 6.95520 -1.23312
H: -0.75736 1.04244 -3.29423
H: -0.15692 1.43373 -5.64778
H: 1.55107 3.12495 -6.23082
H: 2.64227 4.44274 -4.43876
H: 2.02075 4.07543 -2.09117
H: 2.94679 1.84188 -1.69321
H: 4.95674 1.17533 -0.48432
H: 4.89160 0.82313 1.96411
H: 2.75942 1.14661 3.18432
H: 0.73503 1.77142 1.97841
C: -2.33528 -2.57324 -0.90637
C: -1.62272 -1.49681 -1.69689
O: -1.46328 -1.47266 -2.86847
H: -2.47275 -3.45951 -1.52566
H: -3.29507 -2.15436 -0.60233
H: -1.77398 -2.79285 -0.00176

Summary:
- Frontier orbital gap (spin up / spin down): 7.614 / 7.079 eV
- ⟨S²⟩: 2.03
- LUMO level (spin up / spin down): 0.68 / -0.99 eV
- Multiplicity: 3
- Energy relative to the best compared isomer or geometry (same formula, charge and spin): 4.83 kcal per mole
- Energy: -2049.6070 Ha
- Largest force on an atom: 0.85 eV/A

Results of the Löwdin charge analysis, in e, for atoms 1 through 5: atom 1 (Au): 0.758, atom 2 (C): -0.022, atom 3 (C): -0.468, atom 4 (O): -0.063, atom 5 (C): -0.015